[1]
{
  "formula": "C24H35N3O2",
  "method": "ωB97M-V/def2-TZVPD",
  "spin_multiplicity": 1,
  "e_lumo_ev": 0.4,
  "de_lowest_kj_mol": 1954.1,
  "gap_ev": 9.0,
  "homo_ha": -0.314,
  "symbols": ["C", "C", "N", "O", "C", "C", "C", "H", "H", "C", "C", "O", "N", "H", "C", "C", "N", "C", "C", "C", "H", "H", "H", "H", "H", "H", "C", "C", "C", "C", "C", "C", "C", "H", "H", "C", "H", "H", "C", "C", "H", "H", "H", "C", "H", "H", "H", "H", "H", "H", "H", "H", "H", "H", "H", "H", "H", "C", "H", "H", "H", "H", "H", "H"],
  "positions_angstrom": [[6.99213, -1.01915, 4.07845], [5.51604, -1.50425, 3.94700], [5.04377, -2.58599, 4.71420], [3.86117, -2.66126, 4.44895], [3.59308, -1.73399, 3.40647], [4.64453, -0.88133, 3.27959], [4.70637, 0.34779, 2.36636], [3.70308, 0.57278, 2.26997], [5.45577, 0.76649, 2.56002], [4.87091, -0.33248, 0.80866], [4.07613, 0.34481, -0.00132], [4.71975, 1.07921, -0.89921], [2.88116, 0.30432, -0.29174], [2.32784, -0.38154, 0.65852], [1.85921, 0.87932, -0.98440], [0.64406, 0.14245, -0.96376], [0.10647, -0.10800, 0.18143], [-0.41937, 1.03729, 0.91357], [0.54813, 1.85418, 1.06317], [1.34315, 2.32099, -0.11035], [2.30940, 2.83192, -0.09435], [0.70591, 2.83494, -0.68212], [1.32843, 1.51830, 1.90942], [0.23805, 2.96024, 1.69140], [-0.90289, 0.38382, 1.79192], [-1.32109, 1.39059, 0.21942], [-0.77608, -1.26199, 0.17007], [-2.21153, -1.29611, -0.44605], [-3.18045, -0.49732, 0.17371], [-4.40477, -0.25573, -0.65197], [-4.47466, -0.76038, -1.97818], [-3.24208, -1.31659, -2.67195], [-2.22440, -1.49951, -1.83377], [-1.24123, -1.89014, -2.40977], [-3.28421, -1.45814, -3.66222], [-5.78204, -0.44840, -2.70697], [-5.85588, -1.33080, -3.58431], [-6.58178, 0.01335, -1.99827], [-5.44559, 0.86932, -3.67896], [-6.62032, 1.04726, -4.45490], [-7.61988, 1.41321, -4.05430], [-6.75879, 0.31165, -5.01565], [-6.39446, 1.97897, -5.25123], [-5.11774, 2.24723, -2.92144], [-6.00603, 2.23105, -2.21419], [-5.14668, 3.05625, -3.64114], [-4.38525, 2.12904, -2.30932], [-4.60165, 0.86295, -4.46766], [-5.26969, -0.02626, -0.19896], [-3.14961, -0.37372, 1.27539], [-1.12554, -1.64217, 1.32188], [-0.33842, -2.31739, -0.12410], [0.76132, -0.99009, -1.64437], [-0.19311, 0.64950, -1.73366], [2.16556, 1.33006, -1.89755], [4.41799, -1.30420, 0.94141], [6.00969, -0.32771, 0.56082], [2.12323, -1.69957, 3.27540], [1.64335, -0.74784, 3.15311], [1.75017, -1.98864, 2.33852], [1.47064, -2.25543, 3.80787], [7.42677, -1.09293, 3.08217], [7.59370, -1.75419, 4.68110], [7.23829, 0.03395, 4.48817]]
}

[2]
{
  "formula": "C24H35N3O2",
  "method": "ωB97M-V/def2-TZVPD",
  "spin_multiplicity": 1,
  "e_lumo_ev": 0.7,
  "de_lowest_kj_mol": 70.3,
  "gap_ev": 9.4,
  "smiles": "Cc1noc(C)c1CCC(=O)N[C@@H]1CCCN(Cc2ccc(CC(C)C)cc2)C1",
  "homo_ha": -0.320,
  "symbols": ["C", "C", "N", "O", "C", "C", "C", "H", "H", "C", "C", "O", "N", "H", "C", "C", "N", "C", "C", "C", "H", "H", "H", "H", "H", "H", "C", "C", "C", "C", "C", "C", "C", "H", "H", "C", "H", "H", "C", "C", "H", "H", "H", "C", "H", "H", "H", "H", "H", "H", "H", "H", "H", "H", "H", "H", "H", "C", "H", "H", "H", "H", "H", "H"],
  "positions_angstrom": [[5.05214, -2.74265, -0.14017], [5.02004, -1.44531, 0.58065], [4.66903, -1.36713, 1.83823], [4.74135, -0.06180, 2.20163], [5.14195, 0.67227, 1.14967], [5.34285, -0.15479, 0.07507], [5.73847, 0.22604, -1.31101], [6.19036, 1.21838, -1.28878], [6.46958, -0.48437, -1.70374], [4.51030, 0.26250, -2.23623], [3.44289, 1.13310, -1.58911], [3.54846, 2.34187, -1.50199], [2.39889, 0.45154, -1.08606], [2.33097, -0.55098, -1.16834], [1.27561, 1.07384, -0.41969], [-0.00866, 0.42713, -0.94368], [0.00873, -0.98536, -0.61000], [-0.03537, -1.16659, 0.83094], [1.22098, -0.57742, 1.46598], [1.35890, 0.89680, 1.09994], [2.30640, 1.29181, 1.46620], [0.55081, 1.46949, 1.55985], [2.09474, -1.13088, 1.12056], [1.16910, -0.68976, 2.54955], [-0.08263, -2.23785, 1.04065], [-0.92761, -0.68826, 1.27196], [-0.99348, -1.76396, -1.33018], [-2.42071, -1.37035, -1.03914], [-3.05717, -0.39337, -1.79458], [-4.34294, 0.01298, -1.48970], [-5.03099, -0.53896, -0.41595], [-4.40083, -1.53061, 0.32605], [-3.11580, -1.93946, 0.02072], [-2.65054, -2.71853, 0.60825], [-4.92430, -1.99487, 1.14955], [-6.41333, -0.07255, -0.06393], [-6.93374, 0.23636, -0.97343], [-6.97182, -0.89923, 0.38113], [-6.42630, 1.10997, 0.92719], [-5.78485, 0.73064, 2.25878], [-6.28059, -0.13443, 2.69386], [-5.86168, 1.55687, 2.96228], [-4.73201, 0.49462, 2.12143], [-5.74037, 2.34033, 0.34052], [-6.20252, 2.62802, -0.60135], [-4.68583, 2.14139, 0.16337], [-5.81953, 3.17909, 1.02877], [-7.47839, 1.35867, 1.11121], [-4.82087, 0.76570, -2.10007], [-2.54525, 0.04793, -2.63841], [-0.83498, -2.81365, -1.06558], [-0.78701, -1.64390, -2.39841], [-0.04638, 0.52820, -2.03133], [-0.88092, 0.94949, -0.51546], [1.30526, 2.13810, -0.67570], [4.13225, -0.74529, -2.40908], [4.79325, 0.70579, -3.19154], [5.28348, 2.13935, 1.31093], [6.33150, 2.42878, 1.24306], [4.73514, 2.65181, 0.52147], [4.89671, 2.43768, 2.28144], [4.91142, -3.55346, 0.56840], [6.00615, -2.86539, -0.64996], [4.25969, -2.78536, -0.88669]]
}

[3]
{
  "formula": "C24H36AuP2Si",
  "method": "ωB97M-V/def2-TZVPD",
  "spin_multiplicity": 3,
  "e_lumo_ev": [-2.4, -4.8],
  "s2": 2.021,
  "de_lowest_kj_mol": 279.5,
  "gap_ev": [6.3, 5.2],
  "charge": 1,
  "homo_ha": [-0.320, -0.367],
  "symbols": ["C", "C", "C", "H", "C", "C", "H", "H", "H", "H", "Au", "C", "H", "H", "H", "Si", "C", "C", "H", "C", "H", "C", "H", "C", "H", "C", "H", "C", "C", "H", "C", "H", "C", "H", "C", "H", "C", "H", "H", "H", "C", "P", "C", "C", "C", "P", "C", "C", "H", "H", "H", "H", "H", "H", "H", "H", "H", "H", "H", "H", "H", "H", "H", "H"],
  "positions_angstrom": [[-1.05812, 2.28840, -0.29579], [-1.84550, 1.10478, -0.19788], [-2.10197, 0.85895, 1.21964], [-2.38531, 0.61584, -1.00880], [-1.46658, 1.94008, 1.95300], [-0.80399, 2.76861, 1.01559], [-0.26468, 3.68786, 1.24361], [-0.77699, 2.79116, -1.22135], [-2.92954, 0.26231, 1.59505], [-1.59225, 2.12687, 3.01905], [-0.31609, -0.69999, 0.65956], [0.24516, -1.23356, -1.14321], [0.93902, -0.43387, -1.49353], [0.73129, -2.18374, -1.38226], [-0.67157, -1.23832, -1.73090], [1.38008, 0.91306, -3.77915], [2.16070, -0.68394, -4.40072], [3.35523, -0.59600, -5.14765], [3.87036, 0.37098, -5.23643], [3.87561, -1.72468, -5.77438], [4.79474, -1.65737, -6.36628], [3.21362, -2.94918, -5.65117], [3.60125, -3.82270, -6.17161], [2.06046, -3.07664, -4.87083], [1.53881, -4.03693, -4.76728], [1.54990, -1.94302, -4.21977], [0.66617, -2.05114, -3.58170], [-0.27646, 1.14051, -4.57220], [-0.34417, 1.97682, -5.70900], [0.55858, 2.46344, -6.09166], [-1.55806, 2.17525, -6.36472], [-1.59378, 2.81041, -7.25081], [-2.72791, 1.58138, -5.88882], [-3.67646, 1.76033, -6.39002], [-2.67402, 0.78479, -4.74177], [-3.58969, 0.35879, -4.32147], [-1.45328, 0.52508, -4.10603], [-1.42496, -0.16614, -3.25939], [2.22102, 2.20043, -3.62818], [2.04921, 1.73965, -4.75148], [-2.28325, -2.90098, 2.80742], [-1.01335, -1.60488, 2.95566], [-1.53296, -0.52088, 4.32685], [0.40645, -2.48345, 3.73242], [1.56449, -2.81316, 2.79016], [1.17791, -2.55362, 1.01277], [2.78013, -2.42999, 0.16705], [0.43348, -4.12152, 0.44285], [-3.26992, -2.42058, 2.84429], [-2.18328, -3.60320, 3.64449], [-2.17267, -3.44262, 1.85854], [-1.52169, -1.10998, 5.26296], [-0.83929, 0.33188, 4.40761], [-2.55482, -0.15012, 4.14623], [0.76846, -1.84067, 4.54764], [0.00313, -3.38255, 4.21674], [2.42893, -2.16196, 3.00017], [1.87554, -3.86405, 2.90110], [3.52636, -3.02303, 0.72078], [2.69208, -2.80788, -0.86005], [3.08688, -1.37697, 0.14285], [-0.30986, -4.50622, 1.15179], [-0.06811, -3.97509, -0.52118], [1.23662, -4.86117, 0.33052]]
}